The following is a quantum chemistry calculation of a 3-piece molecular cluster, C2H13N2O2 overall in a non-equilibrium geometry, from the OMol25 dataset.

## Properties
Relative energy (zero: lowest compared OMol25 entry of this formula, charge and spin), kcal/mol: 9.2
E_tot, hartree: -343.76185
Gap between HOMO and LUMO, eV: 11.4

```
! RIJCOSX wB97M-V def2-TZVPD def2/J DEFGRID3
* xyz 1 1
C 0.354 1.244 1.468
N 1.548 1.850 0.882
C -0.616 0.997 0.316
N 0.208 0.245 -0.716
H 0.547 0.275 1.930
H -0.106 1.866 2.237
H 2.158 2.216 1.584
H 1.264 2.714 0.414
H -1.416 0.323 0.611
H -1.053 1.887 -0.122
H -0.136 0.320 -1.654
H 0.275 -0.763 -0.549
H 1.124 0.717 -0.581
H 0.564 -3.072 0.742
H -0.838 -2.867 0.963
O -0.062 -2.324 0.738
H -1.877 -2.347 -2.603
H -0.683 -1.611 -3.212
O -1.254 -1.671 -2.447
*
```